The following is a DFT calculation (ωB97M-V/def2-TZVPD) of a structure of composition C51H51AsClN7O2PS2Sn.

The geometry in ORCA input format:
```
! wB97M-V def2-TZVPD RIJCOSX def2/J DEFGRID3
* xyz 1 1
Sn 13.760 14.527 11.672
As 10.275 13.521 12.077
Cl 16.301 13.253 13.097
S 11.843 16.569 10.962
S 12.427 14.751 13.954
P 16.313 13.442 9.830
O 11.823 11.349 9.800
O 12.348 9.123 9.890
N 12.581 11.039 14.820
N 13.749 11.663 11.916
N 15.566 18.672 11.913
N 15.177 16.550 12.184
N 13.327 10.458 11.313
N 12.024 15.803 8.323
N 11.267 17.817 8.626
C 16.179 11.813 9.082
C 8.843 11.784 14.015
C 7.468 14.771 8.356
C 9.339 16.984 15.226
C 16.944 10.730 9.548
C 9.076 12.004 12.650
C 15.172 10.406 7.391
C 11.386 17.603 7.218
C 10.626 16.641 14.834
C 8.091 10.683 14.424
C 15.107 17.553 11.352
C 15.896 9.293 7.868
C 11.364 8.883 8.849
C 7.930 9.921 12.172
C 8.080 15.158 10.712
C 17.880 13.283 10.817
C 20.277 13.214 10.911
C 7.717 9.697 13.515
C 10.805 15.522 14.018
C 8.458 13.789 8.302
C 7.299 15.452 9.577
C 9.262 13.489 9.409
C 19.007 13.145 12.950
C 17.386 15.798 8.869
C 15.298 11.650 8.006
C 13.413 7.062 13.763
C 16.996 15.200 6.165
C 9.715 14.873 13.424
C 11.708 16.722 9.290
C 11.815 16.343 7.057
C 12.451 10.399 10.287
C 17.299 16.508 6.560
C 16.888 14.521 8.491
C 12.138 7.622 13.580
C 8.407 15.233 13.800
C 12.784 9.658 14.763
C 15.922 18.367 13.211
C 16.773 9.490 8.940
C 10.828 19.029 9.253
C 20.234 13.191 12.301
C 17.472 16.831 7.934
C 14.305 7.765 14.611
C 8.241 16.278 14.736
C 11.795 8.866 14.116
C 8.617 11.060 11.719
C 14.010 9.030 15.108
C 9.075 14.170 10.621
C 15.696 17.044 13.387
C 17.847 13.215 12.199
C 16.855 14.190 7.138
C 19.113 13.204 10.144
H 14.751 17.467 10.333
H 17.325 8.637 9.348
H 10.767 9.238 13.965
H 10.024 12.749 9.290
H 19.147 13.156 9.035
H 21.130 13.290 12.860
H 12.033 15.840 6.080
H 9.791 19.285 8.996
H 8.596 13.264 7.372
H 11.019 18.316 6.485
H 14.758 9.582 15.703
H 7.579 9.199 11.437
H 17.282 17.332 5.813
H 15.842 16.401 14.274
H 10.341 8.883 9.254
H 6.847 15.037 7.507
H 11.518 17.087 15.227
H 16.745 13.168 6.792
H 7.846 10.609 15.478
H 12.338 14.829 8.518
H 9.221 17.828 15.921
H 17.630 15.955 9.917
H 15.263 7.328 14.844
H 13.406 11.670 12.876
H 7.234 16.616 14.983
H 7.207 8.814 13.826
H 13.144 11.484 15.552
H 7.574 14.748 13.313
H 15.779 8.343 7.387
H 8.779 11.146 10.640
H 17.672 17.858 8.259
H 11.449 9.634 8.061
H 11.601 7.875 8.531
H 15.520 19.605 11.488
H 7.907 15.755 11.600
H 11.581 11.315 14.847
H 13.680 6.088 13.324
H 14.714 12.551 7.657
H 13.727 9.577 11.693
H 11.498 19.857 8.946
H 14.487 10.267 6.579
H 10.894 18.941 10.360
H 18.853 13.056 14.025
H 6.498 16.198 9.664
H 16.900 14.960 5.125
H 9.236 12.462 14.777
H 14.761 11.550 12.092
H 16.265 19.163 13.885
H 11.391 7.075 13.044
H 17.680 10.850 10.365
H 21.210 13.217 10.404
*
```

As for the HOMO energy: -9.34 eV. The frontier orbital gap is 7.20 eV. The value obtained for the largest force on an atom is 1.775 eV/A.

***

The following is a DFT calculation (ωB97M-V/def2-TZVPD) of a cluster of 2 separate species, C4H8BrI in total.

The geometry in ORCA input format:
```
! wB97M-V def2-TZVPD RIJCOSX def2/J DEFGRID3
* xyz 0 1
I 0.127 2.431 1.393
Br 0.970 -2.203 0.513
C 0.007 -0.498 1.051
C -1.387 -0.537 0.482
C 0.926 0.649 -1.497
C 0.863 0.588 0.735
H 0.361 -0.230 -1.428
H 0.279 1.543 -1.559
H -1.540 -1.523 -0.171
H 1.870 0.431 1.136
H 0.020 -0.582 2.208
H 1.864 0.840 -1.978
H -2.042 -0.396 1.357
H -1.515 0.341 -0.261
*
```

As for the HOMO energy: -8.91 eV. The frontier orbital gap is 9.23 eV. The value obtained for the largest force on an atom is 4.968 eV/A.

***

The following is a DFT calculation (ωB97M-V/def2-TZVPD) of a structure of composition C29H33BN9O3P2S2Tl.

The geometry in ORCA input format:
```
! wB97M-V def2-TZVPD RIJCOSX def2/J DEFGRID3
* xyz -2 1
Tl -0.487 1.274 0.698
S 0.195 -0.159 -3.175
S -1.872 0.371 -6.657
P 2.185 -0.357 1.468
P 1.166 -2.893 -0.113
O -3.343 1.680 -0.015
O -3.304 0.173 -6.602
O -1.411 1.245 -7.710
N -0.335 3.063 4.013
N 4.784 4.622 -2.460
N 1.389 2.987 -0.016
N -3.335 3.398 -1.479
N 1.270 7.123 -1.476
N -1.374 0.730 4.543
N -0.622 3.043 2.696
N -1.117 0.024 3.436
N -1.277 0.779 -5.201
C 1.706 -1.851 2.438
C 2.497 4.875 -1.331
C -2.024 -0.948 3.378
C -0.524 -0.181 -4.684
C -0.657 -3.010 -0.342
C 3.747 4.723 -1.957
C 0.347 -2.535 -5.334
C -0.361 -3.366 -7.494
C 0.780 -4.093 3.829
C 2.667 0.813 2.804
C -3.444 2.073 -1.166
C -2.884 -0.890 4.476
C 3.907 -0.868 0.996
C 1.904 3.824 -0.632
C -1.058 -1.222 -6.767
C 1.194 -2.966 4.519
C 0.335 -3.532 -6.300
C 1.627 -4.643 -0.539
C -0.385 4.269 2.232
C -2.429 0.203 5.189
C 0.099 5.097 3.245
C -1.071 -2.197 -7.740
C -3.724 1.161 -2.320
C 1.240 -2.987 1.730
C 0.800 -4.098 2.444
C 1.654 -1.857 3.830
C 0.114 4.281 4.360
C -0.362 -1.369 -5.580
C 1.820 6.106 -1.414
B -0.547 1.925 5.071
H 3.870 -1.694 0.291
H 0.867 -4.460 -6.123
H -4.582 1.500 -2.903
H -1.094 -3.820 0.246
H 1.141 -2.939 5.601
H 0.536 1.545 5.469
H 4.482 -1.158 1.878
H -1.622 -2.056 -8.662
H -2.951 3.997 -0.766
H 0.392 6.131 3.175
H -3.896 0.154 -1.953
H -3.161 3.659 -2.435
H -0.538 4.498 1.190
H 1.770 1.184 3.295
H 1.950 -0.976 4.385
H 0.402 4.492 5.377
H 4.390 -0.019 0.509
H 1.012 -5.389 -0.033
H -2.018 -1.657 2.563
H -0.354 -4.155 -8.237
H 2.673 -4.801 -0.272
H -0.859 -3.149 -1.404
H -2.783 0.631 6.111
H -1.096 -2.053 -0.054
H 3.170 1.660 2.335
H -2.863 1.147 -2.988
H 0.434 -4.975 1.922
H 0.882 -2.638 -4.399
H 3.336 0.360 3.539
H 0.420 -4.959 4.372
H -3.723 -1.524 4.707
H 1.520 -4.764 -1.617
H -1.186 2.391 5.988
*
```

As for the HOMO energy: -3.22 eV. The frontier orbital gap is 7.16 eV. The value obtained for the largest force on an atom is 0.767 eV/A.